One molecule with the formula C13H19N3OS at a distorted geometry, computed with ωB97M-V/def2-TZVPD.

```
37
Properties=species:S:1:pos:R:3:mulliken_charge:R:1
O 0.17403 1.43702 1.85264 -0.58
C 0.23948 1.71718 0.67948 0.30
C 1.51195 2.21969 0.00112 -1.04
N 2.45990 1.14946 -0.26248 0.05
C 2.00076 0.14758 -1.20503 -1.03
C 1.26796 -1.07585 -0.63086 -0.27
C 2.23048 -2.20440 -0.27076 -0.93
C 3.10745 -1.88773 0.93691 -0.58
C 3.92075 -0.59974 0.80426 -0.94
C 3.08234 0.66630 0.96558 -0.40
N -0.80467 1.53040 -0.19450 0.23
N -1.96881 1.00045 0.19886 -0.56
C -2.91327 0.85921 -0.64261 -0.17
C -4.16676 0.29711 -0.25783 0.57
C -5.26929 0.08924 -1.05094 -0.65
C -6.34360 -0.48499 -0.35155 -0.41
C -6.04957 -0.70740 0.95960 -0.42
S -4.45627 -0.22239 1.37199 -0.06
H 1.28658 2.72369 -0.94341 0.40
H 1.99850 2.93239 0.67168 0.43
H 1.35853 0.65904 -1.92758 0.39
H 2.87638 -0.20349 -1.76285 0.49
H 0.69070 -0.79175 0.24983 0.33
H 0.56485 -1.44492 -1.38199 0.32
H 2.86477 -2.41850 -1.13558 0.35
H 1.65519 -3.10780 -0.05387 0.35
H 2.47734 -1.81110 1.82625 0.30
H 3.79410 -2.72401 1.09148 0.34
H 4.66839 -0.59405 1.60080 0.39
H 4.45646 -0.57862 -0.14497 0.32
H 2.33628 0.49079 1.75367 0.29
H 3.73211 1.48182 1.30585 0.43
H -0.69656 1.80751 -1.17366 0.35
H -2.81150 1.15952 -1.69563 0.26
H -5.29960 0.34241 -2.09600 0.38
H -7.29156 -0.72198 -0.80029 0.38
H -6.68380 -1.13210 1.71240 0.41
```

## Properties
Orbital gap = 8.29 eV
M = 265.38 g mol⁻¹
Charge = 0
E = -1144.4195 Ha
SMILES = O=C(CN1CCCCCC1)N/N=C/c1cccs1